Record 1
Computed, not measured: a cluster of 2 separate species, C2H5IS2 in total at a distorted geometry, with wB97M-V/def2-TZVPD.

Structure (ORCA input):
```
! RIJCOSX wB97M-V def2-TZVPD def2/J DEFGRID3
* xyz 0 1
H -0.65 -0.47 2.32
C 0.32 -0.17 2.52
C -0.86 -0.34 -2.04
H -1.34 0.25 -2.94
S 0.67 0.57 -1.76
H -1.52 -0.06 -1.20
H -0.90 -1.39 -2.23
H 0.92 -1.01 2.82
S 0.62 0.79 1.14
I 2.74 1.82 1.37
*
```

LUMO (alpha / beta) ... -1.06 / -1.52 eV
Kohn-Sham gap (alpha / beta) ... 7.91 / 6.68 eV
ΔE to the lowest compared entry with this formula, charge and spin ... 80.3 kcal per mole
Max |F| ... 0.067 Eh/bohr
Energy ... -31922.84578 eV

---

Record 2
Computed, not measured: a structure of composition C22H21CoN5O12, with wB97M-V/def2-TZVPD.

Structure (ORCA input):
```
! RIJCOSX wB97M-V def2-TZVPD def2/J DEFGRID3
* xyz 0 2
H -0.67 2.46 -2.53
C 0.16 1.84 -2.83
N 1.89 -0.09 0.12
C -3.03 2.64 0.46
Co 0.33 1.24 0.10
N -2.06 -2.94 0.97
H -2.53 4.15 1.91
H 1.98 -0.38 2.15
H 0.20 2.54 -4.85
H 1.85 1.87 -6.46
C 2.29 -0.77 1.19
N -1.87 -2.27 5.80
C 4.22 -3.65 -0.29
O -2.25 3.76 -1.48
H -4.20 3.57 2.00
O -2.56 1.63 1.37
C -1.62 -1.75 4.45
O -1.60 -1.55 6.74
C 2.33 0.30 -3.47
C 0.67 1.88 -4.13
C 2.27 -0.52 -1.09
H 1.47 -0.43 -6.56
C -0.82 -0.04 3.02
C -1.90 -2.56 3.35
C -3.39 3.84 1.32
H -2.31 -3.54 3.48
O 0.54 1.60 2.05
O 2.38 -0.15 -6.43
C 2.37 1.14 -5.84
H 3.38 -2.41 2.01
C -4.23 2.12 -0.31
O -1.96 -4.15 1.13
O -2.54 -2.41 0.00
H 3.20 -0.30 -3.68
C -1.12 -0.49 4.29
H 5.49 -4.38 -1.59
H -4.53 2.84 -1.06
H 3.30 -2.00 -2.25
H -3.70 4.67 0.69
O -2.39 -3.36 5.89
N 0.69 1.05 -1.90
C -1.94 3.08 -0.52
H 3.52 -4.48 -0.39
C -1.66 -2.08 2.10
C 3.44 -2.37 -0.15
H 3.42 1.44 -5.78
H -2.70 0.78 0.94
H -0.94 0.14 5.16
H -5.07 1.94 0.37
H 4.81 -3.82 0.61
O -0.76 -0.44 0.66
C 3.03 -1.66 -1.26
O -0.50 2.08 3.86
O 5.04 -3.54 -1.44
C 3.07 -1.90 1.10
C 1.75 0.29 -2.22
C -1.04 -0.80 1.82
O -0.70 2.76 -0.28
C 1.77 1.12 -4.46
N -0.26 1.31 2.97
H -3.99 1.18 -0.82
*
```

LUMO (alpha / beta) ... -1.14 / -1.09 eV
Kohn-Sham gap (alpha / beta) ... 7.91 / 7.89 eV
Max |F| ... 0.018 Eh/bohr
Energy ... -92795.43877 eV

---

Record 3
Computed, not measured: an isolated molecule of C4H7Br2NO at a distorted geometry, with wB97M-V/def2-TZVPD.

Structure (ORCA input):
```
! RIJCOSX wB97M-V def2-TZVPD def2/J DEFGRID3
* xyz 0 1
Br 1.31 2.95 -2.79
H -0.42 -2.46 0.90
H -0.80 1.12 0.29
H 1.13 0.95 -0.23
C 0.21 0.67 0.29
C -0.77 -1.49 0.96
H -1.92 -1.44 0.88
C 2.45 1.74 -1.96
C 0.26 -1.47 -1.06
H -0.37 -0.99 1.92
N -0.08 -0.75 -0.05
O 0.15 -2.61 -1.32
H 3.39 1.48 -2.52
H 0.51 0.62 1.38
Br 1.55 -0.45 -2.46
*
```

LUMO ... -0.12 eV
Kohn-Sham gap ... 7.85 eV
ΔE to the lowest compared entry with this formula, charge and spin ... 101.6 kcal per mole
Max |F| ... 0.074 Eh/bohr
Energy ... -147879.52619 eV

---

Record 4
Computed, not measured: a structure of composition C17H21N5O2RhSi, with wB97M-V/def2-TZVPD.

Structure (ORCA input):
```
! RIJCOSX wB97M-V def2-TZVPD def2/J DEFGRID3
* xyz -1 1
H -0.30 -4.25 0.22
H -4.51 1.42 -0.08
H -6.15 5.36 0.34
H 1.49 3.87 0.78
H 2.94 3.42 -0.16
H -0.07 -3.69 -1.44
H -6.48 2.93 0.02
N 0.21 1.57 0.18
C 1.85 3.35 -0.11
C -4.39 2.49 0.06
H -1.91 4.74 0.47
N 0.50 -1.64 1.33
C -5.30 4.70 0.30
H -2.51 -2.99 1.99
H 3.43 1.14 -0.36
C -2.83 -1.97 -1.88
H 1.42 3.84 -0.97
Si -1.83 -2.33 -0.32
H -1.48 -4.69 -1.03
C 3.18 -1.30 -1.29
H -3.65 -1.83 1.30
H -3.42 -1.06 -1.75
C -3.10 2.99 0.19
H 2.79 -2.30 -1.40
H -2.17 -1.82 -2.73
O 0.87 -0.84 -1.11
N -0.75 2.57 0.23
H -3.51 -2.80 -2.11
C 3.39 -3.10 2.07
C -3.05 -2.71 1.08
H -3.72 -3.53 0.81
C -5.48 3.34 0.12
H -3.86 6.27 0.57
N 4.55 -2.98 2.10
H 3.62 -0.99 -2.24
O -2.21 0.79 -0.04
H 3.97 -1.30 -0.54
Rh -0.58 -0.44 0.18
C 2.06 -0.36 -0.89
C -0.82 -3.89 -0.67
C -4.01 5.21 0.43
C 2.38 0.88 -0.40
C -1.94 2.06 0.13
C -2.92 4.36 0.37
C 1.43 1.90 -0.08
N 2.09 -3.33 2.09
C 1.28 -2.43 1.66
*
```

LUMO ... 2.60 eV
Kohn-Sham gap ... 7.41 eV
ΔE to the lowest compared entry with this formula, charge and spin ... 53.1 kcal per mole
Max |F| ... 0.006 Eh/bohr
Energy ... -40402.95136 eV

---

Record 5
Computed, not measured: an isolated molecule of CH3N2O2P at a distorted geometry, with wB97M-V/def2-TZVPD.

Structure (ORCA input):
```
! RIJCOSX wB97M-V def2-TZVPD def2/J DEFGRID3
* xyz 0 1
O -2.01 -1.86 -0.16
N -0.91 -1.38 -0.08
H 1.68 -0.93 0.60
O -2.10 1.86 -0.37
P -0.43 0.11 0.49
C 1.39 -0.02 0.13
N -0.99 1.44 -0.34
H 1.86 0.82 0.59
H 1.51 -0.04 -0.86
*
```

LUMO (alpha / beta) ... -1.25 / -1.33 eV
Kohn-Sham gap (alpha / beta) ... 7.30 / 7.13 eV
SMILES ... CP(N=O)N=O
ΔE to the lowest compared entry with this formula, charge and spin ... 167.4 kcal per mole
Max |F| ... 0.073 Eh/bohr
Energy ... -17443.49727 eV

---

Record 6
Computed, not measured: an isolated molecule of C2H6NO4PS at a distorted geometry, with wB97M-V/def2-TZVPD.

Structure (ORCA input):
```
! RIJCOSX wB97M-V def2-TZVPD def2/J DEFGRID3
* xyz 0 1
H 0.32 2.34 -1.47
P 0.31 -0.87 1.98
N -0.30 1.74 -1.86
O 1.79 -1.50 2.09
S -1.94 0.19 0.11
O -0.79 -1.70 2.46
H 1.34 0.25 -1.50
C -0.44 -0.31 -0.46
H 2.34 -0.93 1.61
O 0.33 0.56 1.67
C 0.14 0.42 -1.60
O 0.25 -1.28 -0.01
H -1.23 1.89 -1.64
H 0.05 -0.18 -2.48
H -2.16 -0.63 1.10
*
```

LUMO ... -0.37 eV
Kohn-Sham gap ... 9.71 eV
ΔE to the lowest compared entry with this formula, charge and spin ... 30.8 kcal per mole
Max |F| ... 0.062 Eh/bohr
Energy ... -31976.25185 eV

---

Record 7
Computed, not measured: an isolated molecule of C4H6N2O, with wB97M-V/def2-TZVPD.

Structure (ORCA input):
```
! RIJCOSX wB97M-V def2-TZVPD def2/J DEFGRID3
* xyz 0 1
C 0.39 -1.38 0.51
N 0.93 -0.44 1.31
H -2.03 1.41 -0.99
C 0.53 0.79 0.77
O 0.63 -2.68 0.73
H 0.89 1.75 1.11
H -0.58 2.39 -1.25
H 0.23 -3.13 -0.03
C -0.23 0.48 -0.32
C -0.97 1.37 -1.26
N -0.31 -0.90 -0.48
H -0.90 0.98 -2.28
H 1.40 -0.64 2.18
*
```

LUMO ... 0.82 eV
Kohn-Sham gap ... 9.00 eV
SMILES ... Cc1c[nH]c(O)n1
ΔE to the lowest compared entry with this formula, charge and spin ... 6.6 kcal per mole
Max |F| ... 0.006 Eh/bohr
Energy ... -9273.21713 eV

---

Record 8
Computed, not measured: a structure of composition CClI3S at a distorted geometry, with wB97M-V/def2-TZVPD.

Structure (ORCA input):
```
! RIJCOSX wB97M-V def2-TZVPD def2/J DEFGRID3
* xyz 0 1
I -0.01 -1.25 -2.02
I -0.87 1.04 0.81
Cl 2.42 0.69 0.68
I -2.41 -1.47 0.68
C -0.28 -1.09 0.10
S 1.16 2.09 -0.24
*
```

LUMO (alpha / beta) ... -1.83 / -1.83 eV
Kohn-Sham gap (alpha / beta) ... 6.70 / 6.70 eV
ΔE to the lowest compared entry with this formula, charge and spin ... 48.3 kcal per mole
Max |F| ... 0.038 Eh/bohr
Energy ... -48692.44766 eV

---

Record 9
Computed, not measured: a cluster of 4 separate species, CH7O5 in total at a distorted geometry, with wB97M-V/def2-TZVPD.

Structure (ORCA input):
```
! RIJCOSX wB97M-V def2-TZVPD def2/J DEFGRID3
* xyz -1 1
H 0.35 -2.05 0.88
C -0.26 -1.20 0.50
H -1.26 -0.33 4.09
H 2.27 -0.46 -3.35
O -0.06 -0.16 1.22
H 0.30 0.95 -0.21
O -1.67 0.27 3.46
O -1.00 -1.34 -0.47
O 0.36 1.63 -0.93
O 1.74 0.25 -3.74
H -1.37 0.08 2.55
H -0.58 1.87 -1.00
H 1.18 0.51 -3.00
*
```

LUMO ... 3.94 eV
Kohn-Sham gap ... 9.10 eV
ΔE to the lowest compared entry with this formula, charge and spin ... 12.2 kcal per mole
Max |F| ... 0.023 Eh/bohr
Energy ... -11390.35820 eV

---

Record 10
Computed, not measured: the ion C4H11N2O with charge +1 at a distorted geometry, with wB97M-V/def2-TZVPD.

Structure (ORCA input):
```
! RIJCOSX wB97M-V def2-TZVPD def2/J DEFGRID3
* xyz 1 1
H 1.12 -2.24 0.09
H 0.29 0.07 -2.15
H -0.28 -2.20 0.82
H -0.25 0.81 2.42
H -2.13 0.59 -1.57
H -1.78 1.16 -0.26
N 0.29 -1.64 0.12
C -0.36 -0.26 1.84
H -0.12 1.98 -2.07
O -0.96 -1.18 2.32
H 0.73 2.05 0.30
C 0.05 0.93 -1.47
H 1.63 -0.55 1.23
N -1.36 0.46 -0.91
H -0.24 -1.39 -0.65
C 0.87 0.99 -0.17
C 0.66 -0.34 0.73
H 1.83 0.75 -0.63
*
```

LUMO ... -3.75 eV
Kohn-Sham gap ... 10.69 eV
SMILES ... NCC[C@H]([NH3+])C=O
ΔE to the lowest compared entry with this formula, charge and spin ... 83.8 kcal per mole
Max |F| ... 0.096 Eh/bohr
Energy ... -9345.22202 eV

---

Record 11
Computed, not measured: a structure of composition C3H10N2S at a distorted geometry, with wB97M-V/def2-TZVPD.

Structure (ORCA input):
```
! RIJCOSX wB97M-V def2-TZVPD def2/J DEFGRID3
* xyz 0 1
C -0.91 -0.79 -1.49
H -2.07 -2.52 -1.49
S -0.37 -0.97 0.24
N 0.14 1.99 1.90
C 1.15 2.01 0.98
H -1.79 -0.14 -1.50
H -1.64 -2.13 -3.04
C -1.18 -2.17 -2.06
H 0.95 -0.05 0.66
H 2.76 1.06 0.27
N 1.75 0.97 0.51
H -0.30 -2.77 -1.90
H -0.43 2.82 1.90
H -0.58 1.31 1.61
H 0.02 -0.30 -1.95
H 1.60 2.96 0.75
*
```

LUMO ... 0.43 eV
Kohn-Sham gap ... 7.88 eV
ΔE to the lowest compared entry with this formula, charge and spin ... 40.4 kcal per mole
Max |F| ... 0.049 Eh/bohr
Energy ... -17086.85437 eV

---

Record 12
Computed, not measured: a structure of composition C47H46I2N5O3PRe at a distorted geometry, with wB97M-V/def2-TZVPD.

Structure (ORCA input):
```
! RIJCOSX wB97M-V def2-TZVPD def2/J DEFGRID3
* xyz 0 2
C -0.84 -1.03 2.97
C 3.35 0.23 -2.47
H -1.22 2.15 5.55
H -2.07 3.29 -4.37
C -2.57 2.92 -3.48
H -2.03 1.29 1.64
H 3.44 5.82 0.69
H -3.02 -0.17 -2.00
N -0.06 0.05 -1.69
H 4.26 -0.30 -2.16
H 3.02 -0.99 -4.14
C 2.45 -0.74 -3.24
C 0.44 5.07 0.30
C -3.10 0.92 -2.10
H 1.45 1.99 -1.73
H -3.12 1.00 -4.20
H 3.65 1.07 -3.11
N -0.43 -2.52 -0.02
C 1.73 2.91 0.22
C 2.85 -1.06 0.92
C 1.75 4.34 0.74
C -1.13 2.54 4.54
H 1.15 5.60 -1.56
H -2.63 1.46 -1.28
H 3.06 3.47 -2.88
N -2.09 -0.42 0.44
C 2.21 -2.06 -2.53
C -0.19 2.00 3.68
H 1.54 -1.91 -1.70
H 2.89 0.62 -1.58
C -0.53 -1.79 4.11
H -1.55 -6.07 -0.98
H 3.14 -2.46 -2.13
H -2.46 4.82 2.45
C -2.48 1.38 -3.40
C 0.11 -4.78 -0.56
H -0.81 2.35 -0.45
C 2.73 3.70 -1.87
H -3.23 -4.29 -0.50
C 2.94 5.03 0.14
H 4.23 5.19 -1.56
C -2.51 0.31 1.67
I -4.02 -1.48 6.66
H 0.88 -5.52 -0.72
C -1.42 -1.91 5.16
C 2.44 0.97 2.30
H -1.15 -2.49 6.04
C 4.66 0.32 3.94
C 1.22 0.08 -5.17
C 0.17 0.61 -5.89
H -3.62 3.21 -3.54
H -0.07 3.67 -2.59
C -0.81 4.19 0.56
C 1.56 2.97 -1.27
Re 0.04 -0.38 0.00
H -2.70 3.98 4.75
C 3.23 -0.17 2.06
H 2.12 -0.22 -5.69
O 3.21 -2.20 0.75
H 0.35 6.05 0.76
H -4.16 1.18 -2.09
C -3.03 -0.61 3.94
H -1.80 1.38 -5.75
C -2.12 -0.45 2.90
C -1.73 -2.83 -0.07
H 5.50 0.07 4.56
H 0.23 0.73 -6.96
C -0.96 0.97 -5.20
O 2.04 -0.36 0.16
P 1.08 1.66 1.16
C 2.83 1.78 3.37
H 1.52 -3.19 -0.12
H -3.60 0.47 1.65
C -2.17 -4.09 -0.44
C 4.31 -0.49 2.87
C -0.01 0.30 -3.08
H 4.18 2.12 4.99
H -3.60 -1.77 -0.22
C -0.03 2.46 2.37
C -0.87 3.51 1.92
H -4.01 -0.15 3.86
N 0.33 5.17 -1.16
H -1.68 4.84 0.53
O 0.06 -0.87 2.02
H -2.45 0.10 -0.35
N -0.86 3.33 -0.65
H 0.44 1.19 4.03
H -2.13 3.38 -2.60
C -1.81 4.03 2.80
H 2.30 2.71 3.57
H -2.99 -2.05 1.40
C 1.17 -0.10 -3.79
H 4.87 -1.39 2.64
I 1.34 -2.70 4.21
H 1.83 4.38 1.83
C 0.48 -3.48 -0.23
C -2.67 -1.31 5.08
C -1.95 3.56 4.10
C -1.23 -5.08 -0.69
C -2.70 -1.77 0.39
H 1.76 -2.79 -3.21
C 3.91 1.46 4.18
C 3.37 4.69 -1.13
C -1.09 0.85 -3.81
C 0.23 3.76 -1.54
*
```

LUMO (alpha / beta) ... -0.64 / -0.65 eV
Kohn-Sham gap (alpha / beta) ... 4.96 / 4.90 eV
ΔE to the lowest compared entry with this formula, charge and spin ... 77.5 kcal per mole
Max |F| ... 0.028 Eh/bohr
Energy ... -90697.83956 eV

---

Please write out number 12 again, unchanged.
Computed, not measured: a structure of composition C47H46I2N5O3PRe at a distorted geometry, with wB97M-V/def2-TZVPD.

Structure (ORCA input):
```
! RIJCOSX wB97M-V def2-TZVPD def2/J DEFGRID3
* xyz 0 2
C -0.84 -1.03 2.97
C 3.35 0.23 -2.47
H -1.22 2.15 5.55
H -2.07 3.29 -4.37
C -2.57 2.92 -3.48
H -2.03 1.29 1.64
H 3.44 5.82 0.69
H -3.02 -0.17 -2.00
N -0.06 0.05 -1.69
H 4.26 -0.30 -2.16
H 3.02 -0.99 -4.14
C 2.45 -0.74 -3.24
C 0.44 5.07 0.30
C -3.10 0.92 -2.10
H 1.45 1.99 -1.73
H -3.12 1.00 -4.20
H 3.65 1.07 -3.11
N -0.43 -2.52 -0.02
C 1.73 2.91 0.22
C 2.85 -1.06 0.92
C 1.75 4.34 0.74
C -1.13 2.54 4.54
H 1.15 5.60 -1.56
H -2.63 1.46 -1.28
H 3.06 3.47 -2.88
N -2.09 -0.42 0.44
C 2.21 -2.06 -2.53
C -0.19 2.00 3.68
H 1.54 -1.91 -1.70
H 2.89 0.62 -1.58
C -0.53 -1.79 4.11
H -1.55 -6.07 -0.98
H 3.14 -2.46 -2.13
H -2.46 4.82 2.45
C -2.48 1.38 -3.40
C 0.11 -4.78 -0.56
H -0.81 2.35 -0.45
C 2.73 3.70 -1.87
H -3.23 -4.29 -0.50
C 2.94 5.03 0.14
H 4.23 5.19 -1.56
C -2.51 0.31 1.67
I -4.02 -1.48 6.66
H 0.88 -5.52 -0.72
C -1.42 -1.91 5.16
C 2.44 0.97 2.30
H -1.15 -2.49 6.04
C 4.66 0.32 3.94
C 1.22 0.08 -5.17
C 0.17 0.61 -5.89
H -3.62 3.21 -3.54
H -0.07 3.67 -2.59
C -0.81 4.19 0.56
C 1.56 2.97 -1.27
Re 0.04 -0.38 0.00
H -2.70 3.98 4.75
C 3.23 -0.17 2.06
H 2.12 -0.22 -5.69
O 3.21 -2.20 0.75
H 0.35 6.05 0.76
H -4.16 1.18 -2.09
C -3.03 -0.61 3.94
H -1.80 1.38 -5.75
C -2.12 -0.45 2.90
C -1.73 -2.83 -0.07
H 5.50 0.07 4.56
H 0.23 0.73 -6.96
C -0.96 0.97 -5.20
O 2.04 -0.36 0.16
P 1.08 1.66 1.16
C 2.83 1.78 3.37
H 1.52 -3.19 -0.12
H -3.60 0.47 1.65
C -2.17 -4.09 -0.44
C 4.31 -0.49 2.87
C -0.01 0.30 -3.08
H 4.18 2.12 4.99
H -3.60 -1.77 -0.22
C -0.03 2.46 2.37
C -0.87 3.51 1.92
H -4.01 -0.15 3.86
N 0.33 5.17 -1.16
H -1.68 4.84 0.53
O 0.06 -0.87 2.02
H -2.45 0.10 -0.35
N -0.86 3.33 -0.65
H 0.44 1.19 4.03
H -2.13 3.38 -2.60
C -1.81 4.03 2.80
H 2.30 2.71 3.57
H -2.99 -2.05 1.40
C 1.17 -0.10 -3.79
H 4.87 -1.39 2.64
I 1.34 -2.70 4.21
H 1.83 4.38 1.83
C 0.48 -3.48 -0.23
C -2.67 -1.31 5.08
C -1.95 3.56 4.10
C -1.23 -5.08 -0.69
C -2.70 -1.77 0.39
H 1.76 -2.79 -3.21
C 3.91 1.46 4.18
C 3.37 4.69 -1.13
C -1.09 0.85 -3.81
C 0.23 3.76 -1.54
*
```

LUMO (alpha / beta) ... -0.64 / -0.65 eV
Kohn-Sham gap (alpha / beta) ... 4.96 / 4.90 eV
ΔE to the lowest compared entry with this formula, charge and spin ... 77.5 kcal per mole
Max |F| ... 0.028 Eh/bohr
Energy ... -90697.83956 eV

---

> Number 11 is which compound?

C3H10N2S

---

> Number 11 is which compound?

C3H10N2S